[1]
Density functional theory data (ωB97M-V/def2-TZVPD) for a molecular structure, C3H4O6S2 at a distorted geometry.

HOMO energy: -0.3679 Ha
charge: 0
orbital gap: 10.20 eV
ΔE to the lowest compared entry with this formula, charge and spin: 59.0 kJ/mol
energy: -1364.4319 hartree
spin multiplicity: 1
LUMO energy: 0.18 eV

Last column: Löwdin charge in e.
Geometry (Å):
1 C -0.616 -1.222 -0.762  -0.282
2 C 0.693 -1.102 -0.743  -0.364
3 C -0.083 1.392 0.319  -0.231
4 O -1.758 1.195 -1.747  -0.269
5 O -2.547 0.282 0.391  -0.304
6 O 1.486 1.249 -1.802  -0.260
7 O 2.457 0.475 0.296  -0.289
8 O -1.484 -2.227 -0.820  0.096
9 O 1.674 -2.016 -0.797  0.082
10 S -1.461 0.548 -0.514  0.706
11 S 1.299 0.595 -0.550  0.680
12 H -0.089 2.450 0.087  0.103
13 H -0.066 1.170 1.377  0.100
14 H -2.342 -1.932 -0.475  0.120
15 H 2.515 -1.580 -0.575  0.113

***

[2]
Density functional theory data (ωB97M-V/def2-TZVPD) for a molecular structure, C11H17CdNO2S4 at a distorted geometry.

HOMO energy: -0.0383 Ha
charge: -2
orbital gap: 6.28 eV
ΔE to the lowest compared entry with this formula, charge and spin: 14.8 kJ/mol
energy: -2395.2214 hartree
spin multiplicity: 1
LUMO energy: 5.24 eV

Last column: Löwdin charge in e.
Geometry (Å):
1 Cd -0.847 -0.788 1.087  1.119
2 C 1.227 0.279 0.612  -0.390
3 C 0.520 1.519 0.446  -0.331
4 C 0.246 1.693 -0.907  -0.273
5 C 0.793 0.598 -1.617  -0.258
6 C 1.420 -0.247 -0.706  -0.294
7 C 2.192 -1.496 -1.023  -0.062
8 C 0.662 0.350 -3.094  -0.073
9 C -0.557 2.836 -1.459  -0.067
10 C 0.162 2.466 1.555  -0.070
11 C 2.111 -0.037 1.804  -0.103
12 H 1.745 -2.372 -0.548  0.047
13 H 3.225 -1.420 -0.669  0.063
14 H 2.217 -1.679 -2.096  0.057
15 H 1.514 0.751 -3.659  0.063
16 H -0.248 0.808 -3.482  0.055
17 H 0.596 -0.719 -3.300  0.060
18 H -1.575 2.809 -1.063  0.060
19 H -0.615 2.797 -2.546  0.050
20 H -0.120 3.802 -1.183  0.059
21 H -0.889 2.363 1.842  0.053
22 H 0.315 3.503 1.244  0.059
23 H 0.775 2.276 2.437  0.061
24 H 1.545 -0.139 2.735  0.006
25 H 2.847 0.763 1.957  0.067
26 H 2.655 -0.969 1.645  0.061
27 S -0.977 -0.897 3.747  -0.277
28 S -2.999 -1.086 3.672  -0.305
29 S -3.716 0.547 2.602  -0.278
30 S -3.233 0.275 0.638  -0.178
31 O -3.701 -2.591 -0.921  -0.151
32 H -3.864 -1.717 -0.536  -0.109
33 H -2.829 -2.831 -0.578  -0.042
34 O 0.473 -4.790 0.460  -0.010
35 C -0.179 -3.798 0.474  -0.621
36 N -0.887 -2.859 0.432  -0.045

***

[3]
Density functional theory data (ωB97M-V/def2-TZVPD) for 13 unconnected molecules or ions with the total composition C4H34O15 at a distorted geometry.

HOMO energy: -0.3482 Ha
charge: 0
orbital gap: 9.27 eV
ΔE to the lowest compared entry with this formula, charge and spin: 149.7 kJ/mol
energy: -1301.3299 hartree
spin multiplicity: 1
LUMO energy: -0.20 eV

Last column: Löwdin charge in e.
Geometry (Å):
1 O -2.997 0.802 0.961  -0.040
2 H -3.560 1.494 0.735  0.008
3 H -2.993 0.294 0.127  -0.004
4 O -0.377 1.630 1.909  -0.053
5 H -1.213 1.197 1.845  -0.032
6 H -0.603 2.581 1.807  0.066
7 O 2.502 -0.540 0.304  -0.061
8 H 2.317 -1.005 -0.535  -0.002
9 H 2.816 0.293 -0.056  0.000
10 O -3.360 -0.714 -1.344  -0.066
11 H -4.137 -0.363 -1.869  0.098
12 H -2.601 -0.797 -1.937  0.002
13 O -1.412 2.287 -1.115  -0.074
14 H -1.020 1.447 -0.817  -0.033
15 H -2.379 2.182 -1.044  0.033
16 O 2.198 -1.826 -2.009  -0.015
17 H 2.778 -1.087 -2.169  0.087
18 H 2.819 -2.532 -2.201  0.100
19 O 0.249 0.996 -3.109  -0.066
20 H -0.195 0.304 -3.602  -0.003
21 H -0.076 0.725 -2.251  -0.043
22 O 1.892 -1.317 2.964  -0.074
23 H 2.045 -1.105 2.029  -0.019
24 H 0.941 -1.375 3.075  -0.038
25 O -0.186 -2.670 -1.398  -0.047
26 H -0.157 -3.598 -1.229  0.066
27 H 0.735 -2.495 -1.716  0.026
28 O -1.526 -1.283 -3.428  -0.015
29 H -1.884 -1.665 -4.195  0.047
30 H -0.976 -1.898 -2.948  0.015
31 O -0.161 -0.055 -0.573  -0.057
32 H 0.505 -0.074 0.142  0.060
33 H -0.287 -0.947 -0.873  -0.005
34 C 1.993 2.876 -0.395  -0.180
35 C 2.359 3.856 0.698  -0.289
36 O 1.605 4.981 0.652  -0.036
37 O 3.047 1.916 -0.357  -0.076
38 H 1.895 3.358 -1.308  0.111
39 H 1.102 2.343 -0.275  0.080
40 H 3.463 4.158 0.732  0.142
41 H 2.235 3.404 1.699  0.135
42 H 1.936 5.573 -0.016  0.090
43 H 3.765 2.357 -0.807  0.101
44 C -1.380 -2.197 2.990  -0.214
45 C -1.103 -2.530 1.527  -0.223
46 O -1.550 -3.848 1.162  -0.084
47 O -0.710 -1.021 3.406  -0.063
48 H -1.043 -3.014 3.660  0.134
49 H -2.389 -2.033 3.216  0.108
50 H -0.006 -2.452 1.280  0.126
51 H -1.641 -1.863 0.923  0.081
52 H -1.922 -4.312 1.959  0.103
53 H -1.350 -0.438 3.770  0.089

***

[4]
Density functional theory data (ωB97M-V/def2-TZVPD) for a molecular structure, C22H14BrCl5N2O2Pd at a distorted geometry.

HOMO energy (spin up / spin down): -0.4862 / -0.4857 Ha
charge: +2
orbital gap (spin up / spin down): 6.55 / 3.53 eV
ΔE to the lowest compared entry with this formula, charge and spin: 0.0 kJ/mol
energy: -6108.8253 hartree
<S²>: 6.084
spin multiplicity: 5
LUMO energy (spin up / spin down): -6.68 / -9.69 eV

Last column: Löwdin charge in e.
Geometry (Å):
1 Pd -0.062 -0.206 0.195  0.691
2 O 4.071 3.545 0.554  0.057
3 C 4.430 2.817 -0.539  -0.273
4 C 5.557 3.097 -1.305  -0.003
5 C 5.844 2.327 -2.419  -0.051
6 C 5.013 1.276 -2.786  -0.060
7 C 3.892 0.991 -2.024  -0.016
8 C 3.600 1.757 -0.906  -0.110
9 C 2.382 1.440 -0.039  -0.413
10 O 2.023 0.154 -0.052  -0.190
11 N 1.282 2.343 -0.448  0.142
12 N 0.070 1.878 -0.460  -0.061
13 C -0.973 2.652 -0.652  -0.125
14 C -2.292 2.160 -0.701  -0.526
15 Br -2.484 0.245 -0.691  0.926
16 C -3.361 3.019 -0.683  -0.016
17 C -4.764 2.778 -0.625  -0.214
18 C -5.544 3.777 0.000  0.001
19 C -6.891 3.583 0.205  -0.035
20 C -7.504 2.423 -0.262  -0.010
21 C -6.762 1.459 -0.943  -0.035
22 C -5.407 1.625 -1.122  -0.042
23 H 4.733 4.212 0.761  0.122
24 H 6.203 3.923 -1.029  0.125
25 H 6.724 2.550 -3.006  0.119
26 H 5.238 0.680 -3.659  0.113
27 H 3.254 0.155 -2.275  0.119
28 H 2.633 1.811 0.982  0.170
29 H 1.450 3.344 -0.548  0.188
30 H -0.842 3.728 -0.767  0.151
31 H -3.074 4.066 -0.616  0.138
32 H -5.064 4.684 0.347  0.126
33 H -7.473 4.336 0.719  0.123
34 H -8.566 2.281 -0.119  0.126
35 H -7.254 0.583 -1.343  0.123
36 H -4.847 0.909 -1.705  0.072
37 Cl 0.018 1.707 3.495  0.778
38 C 0.038 0.003 3.499  -0.679
39 C -0.045 -0.658 2.257  -0.192
40 C 0.032 -2.047 2.222  -0.675
41 Cl 0.021 -2.687 0.611  0.795
42 C 0.127 -2.817 3.353  -0.669
43 Cl 0.198 -4.505 3.277  0.834
44 C 0.170 -2.126 4.615  -0.621
45 Cl 0.268 -3.021 6.033  0.887
46 C 0.139 -0.713 4.680  -0.693
47 Cl 0.226 0.086 6.181  0.788

***

[5]
Density functional theory data (ωB97M-V/def2-TZVPD) for 2 unconnected molecules or ions with the total composition C3H6O2 at a distorted geometry.

structure (SMILES): O=CO.C=C
HOMO energy: -0.3637 Ha
charge: 0
orbital gap: 10.64 eV
ΔE to the lowest compared entry with this formula, charge and spin: 201.3 kJ/mol
energy: -268.3286 hartree
spin multiplicity: 1
LUMO energy: 0.74 eV

Last column: Löwdin charge in e.
Geometry (Å):
1 C -1.976 -0.238 -1.068  -0.083
2 C -1.281 -1.256 -0.589  -0.088
3 H -2.469 0.415 -0.354  0.041
4 H -2.159 -0.041 -2.117  0.046
5 H -1.491 -1.642 0.404  0.048
6 H -0.709 -1.921 -1.222  0.045
7 O 2.215 1.152 -0.453  0.104
8 C 2.360 1.035 0.718  -0.377
9 O 1.546 0.269 1.507  0.026
10 H 3.176 1.496 1.295  0.134
11 H 0.788 0.729 1.880  0.105

***

[6]
Density functional theory data (ωB97M-V/def2-TZVPD) for a gas-phase ion, C6H11Cl3N (charge +1) at a distorted geometry.

HOMO energy (spin up / spin down): -0.3590 / -0.5395 Ha
charge: +1
orbital gap (spin up / spin down): 7.12 / 7.98 eV
ΔE to the lowest compared entry with this formula, charge and spin: 0.0 kJ/mol
energy: -1670.0982 hartree
<S²>: 2.007
spin multiplicity: 3
LUMO energy (spin up / spin down): -2.65 / -6.70 eV

Last column: Löwdin charge in e.
Geometry (Å):
1 C 2.613 0.529 0.392  -0.678
2 C 3.609 -0.250 -0.032  -1.183
3 C 0.267 -1.416 -0.465  -0.035
4 C -1.111 -0.021 0.753  -0.009
5 C 0.054 1.079 -1.051  0.057
6 C 1.296 0.126 0.968  -0.188
7 N 0.154 -0.013 -0.006  -0.329
8 Cl 2.892 2.279 0.629  0.733
9 Cl 5.094 0.166 -0.587  0.783
10 Cl 3.431 -2.003 0.074  0.698
11 H 1.190 -1.760 -0.804  0.031
12 H -0.193 -2.098 0.201  0.100
13 H -0.440 -1.518 -1.326  0.140
14 H -1.293 0.838 1.347  0.114
15 H -1.929 -0.293 0.120  0.114
16 H -1.093 -0.917 1.389  0.118
17 H 0.529 0.832 -1.973  0.114
18 H -0.964 1.302 -1.130  0.084
19 H 0.469 1.988 -0.597  0.091
20 H 1.409 -0.960 1.290  0.127
21 H 1.049 0.750 1.799  0.121

***

[7]
Density functional theory data (ωB97M-V/def2-TZVPD) for a molecular structure, C32H24MnN12O5.

HOMO energy (spin up / spin down): -0.0795 / -0.0696 Ha
charge: -2
orbital gap (spin up / spin down): 6.04 / 5.77 eV
energy: -3418.1951 hartree
<S²>: 1.035
spin multiplicity: 2
LUMO energy (spin up / spin down): 3.87 / 3.87 eV

Last column: Löwdin charge in e.
Geometry (Å):
1 Mn -0.107 -0.086 0.007  0.642
2 C 4.983 -7.507 2.081  -0.101
3 O 5.371 -7.153 3.393  -0.100
4 C 4.571 -6.250 4.044  -0.296
5 C 3.370 -5.760 3.537  -0.015
6 C 2.661 -4.797 4.239  -0.031
7 C 3.125 -4.303 5.458  -0.300
8 C 4.272 -4.879 5.994  -0.046
9 C 5.002 -5.825 5.292  -0.025
10 N 2.441 -3.340 6.275  0.025
11 N 1.703 -2.430 5.817  0.041
12 C 1.794 -1.947 4.510  -0.270
13 C 2.966 -1.939 3.746  -0.055
14 C 3.024 -1.452 2.460  -0.001
15 C 1.854 -0.971 1.810  -0.335
16 O 1.815 -0.549 0.623  -0.051
17 C 0.637 -0.955 2.610  -0.118
18 N -0.448 -0.491 1.947  0.044
19 C -1.594 -0.425 2.584  -0.099
20 C -1.725 -0.829 3.925  -0.047
21 C -0.639 -1.306 4.604  -0.015
22 C 0.609 -1.381 3.940  -0.097
23 H 5.754 -8.176 1.705  0.084
24 H 4.916 -6.629 1.434  0.097
25 H 4.022 -8.029 2.071  0.090
26 H 2.974 -6.106 2.593  0.104
27 H 1.730 -4.430 3.827  0.123
28 H 4.606 -4.544 6.969  0.102
29 H 5.923 -6.231 5.693  0.109
30 H 3.870 -2.321 4.206  0.111
31 H 3.954 -1.438 1.906  0.105
32 H -2.435 -0.036 2.027  0.108
33 H -2.696 -0.761 4.399  0.097
34 H -0.708 -1.629 5.634  0.099
35 O -2.202 0.337 -0.606  -0.060
36 C -3.056 -0.701 -1.070  -0.308
37 C -2.209 -2.016 -0.943  -0.597
38 O -2.750 -3.048 -1.338  0.027
39 O -1.079 -1.867 -0.407  -0.041
40 C -3.446 -0.492 -2.525  -0.134
41 C -4.450 -1.272 -3.095  -0.028
42 C -4.764 -1.139 -4.437  -0.095
43 C -4.081 -0.221 -5.231  -0.113
44 C -3.081 0.555 -4.669  -0.077
45 C -2.763 0.417 -3.322  -0.015
46 C -4.279 -0.747 -0.154  -0.137
47 C -5.176 0.319 -0.190  -0.028
48 C -6.240 0.391 0.697  -0.092
49 C -6.429 -0.617 1.634  -0.112
50 C -5.552 -1.693 1.664  -0.084
51 C -4.482 -1.758 0.778  -0.013
52 H -2.619 1.205 -0.626  0.120
53 H -4.964 -2.001 -2.482  0.117
54 H -5.535 -1.764 -4.872  0.090
55 H -4.319 -0.127 -6.284  0.087
56 H -2.521 1.257 -5.274  0.099
57 H -1.949 0.995 -2.904  0.093
58 H -5.042 1.101 -0.930  0.122
59 H -6.921 1.233 0.657  0.094
60 H -7.250 -0.561 2.338  0.089
61 H -5.696 -2.489 2.385  0.096
62 H -3.803 -2.600 0.805  0.119
63 N 0.583 2.736 -1.802  0.133
64 C 0.560 1.524 -2.472  -0.500
65 N 0.743 1.427 -3.779  -0.001
66 N 0.638 0.096 -4.015  -0.118
67 N 0.397 -0.543 -2.921  -0.046
68 N 0.338 0.352 -1.897  -0.047
69 C 0.323 2.908 -0.460  -0.487
70 N 0.425 4.081 0.144  -0.005
71 N 0.032 3.823 1.416  -0.132
72 N -0.274 2.581 1.553  -0.078
73 N -0.110 1.953 0.355  -0.040
74 H 0.924 3.533 -2.307  0.121

***

[8]
Density functional theory data (ωB97M-V/def2-TZVPD) for a gas-phase ion, C5H9N2S (charge +1) at a distorted geometry.

HOMO energy (spin up / spin down): -0.4493 / -0.4493 Ha
charge: +1
orbital gap (spin up / spin down): 7.68 / 7.68 eV
ΔE to the lowest compared entry with this formula, charge and spin: 169.3 kJ/mol
energy: -703.3076 hartree
spin multiplicity: 1
LUMO energy (spin up / spin down): -4.54 / -4.54 eV

Last column: Löwdin charge in e.
Geometry (Å):
1 C -0.947 0.645 -0.890  -0.046
2 C -0.696 1.782 -0.162  -0.085
3 C 1.317 0.768 0.785  -0.109
4 C 0.639 -0.608 0.447  -0.513
5 C -0.854 -1.708 -1.097  -0.048
6 N -0.221 -0.533 -0.597  -0.144
7 N 0.305 1.776 0.695  0.003
8 S 0.695 -2.005 1.387  1.037
9 H -1.693 0.588 -1.602  0.099
10 H -1.530 2.543 -0.205  0.167
11 H 1.550 0.684 1.806  0.103
12 H 2.130 0.921 0.052  0.151
13 H -1.743 -1.648 -0.588  0.078
14 H -1.116 -1.653 -2.205  0.147
15 H -0.321 -2.646 -0.806  0.088
16 H 0.709 2.650 1.062  0.177
17 H 1.776 -1.556 1.917  -0.107